No. 1
A cluster of 2 separate species, C3H5N3 in total, computed with ωB97M-V with the def2-TZVPD basis set.

* E_HOMO: -10.2 eV
* Kohn-Sham gap: 11.040 eV
* SMILES string: CN=C=N.C#N

```
! wB97M-V def2-TZVPD RIJCOSX def2/J DEFGRID3
* xyz 0 1
C -1.691 -0.320 -0.069
N -0.737 0.482 -0.811
C 0.212 1.125 -0.427
N 1.289 1.673 -0.155
H -2.616 -0.390 -0.645
H -1.280 -1.325 0.066
H -1.912 0.108 0.914
H 1.268 2.669 0.028
C 1.852 -1.328 0.360
N 1.289 -2.316 0.560
H 2.327 -0.378 0.179
*
```


No. 2
An isolated molecule of C5H12N2S, computed with ωB97M-V with the def2-TZVPD basis set.

* E_HOMO: -8.1 eV
* Kohn-Sham gap: 8.951 eV
* SMILES string: CCN(CC)NC=S

```
! wB97M-V def2-TZVPD RIJCOSX def2/J DEFGRID3
* xyz 0 1
C -0.250 2.443 -0.183
C 0.591 1.168 -0.229
N -0.189 -0.025 -0.407
C 0.524 -1.249 -0.885
C 1.543 -1.848 0.143
N -0.930 -0.307 0.743
C -2.292 -0.478 0.740
S -3.238 -0.568 -0.567
H 0.310 3.345 -0.126
H -0.920 2.506 0.731
H -0.872 2.574 -1.070
H 1.388 1.192 -1.079
H 1.207 1.135 0.696
H 1.119 -0.960 -1.758
H -0.178 -2.007 -1.260
H 2.105 -2.618 -0.375
H 2.219 -1.060 0.520
H 1.010 -2.277 0.961
H -0.424 -0.389 1.617
H -2.724 -0.577 1.788
*
```


No. 3
An isolated molecule of C4H7ClO, computed with ωB97M-V with the def2-TZVPD basis set.

* E_HOMO: -9.3 eV
* Kohn-Sham gap: 10.129 eV
* SMILES string: C/C=C(\Cl)CO

```
! wB97M-V def2-TZVPD RIJCOSX def2/J DEFGRID3
* xyz 0 1
C 1.548 1.314 0.444
C 0.612 0.213 0.087
C -0.689 0.326 -0.141
Cl -1.505 1.847 -0.022
C -1.600 -0.820 -0.477
O -2.285 -1.206 0.696
H 2.346 1.377 -0.296
H 1.033 2.268 0.493
H 2.008 1.109 1.409
H 1.050 -0.772 0.004
H -2.309 -0.506 -1.256
H -0.997 -1.655 -0.864
H -2.932 -1.884 0.474
*
```


No. 4
A structure of composition C44H45N2O3Si2TeTl, computed with ωB97M-V with the def2-TZVPD basis set.

* E_HOMO (alpha / beta): -2.3 / -3.2 eV
* Kohn-Sham gap (alpha / beta): 4.523 / 5.374 eV
* ⟨S²⟩: 0.81

```
! wB97M-V def2-TZVPD RIJCOSX def2/J DEFGRID3
* xyz -1 2
Tl 0.767 0.050 0.129
C -3.398 -5.157 -4.212
C -2.895 -4.251 -3.119
C -3.035 -4.596 -1.790
C -2.617 -3.740 -0.734
C -3.027 -3.969 0.549
O -2.487 -3.224 1.583
C -4.117 -4.837 1.017
C -4.098 -5.272 2.351
C -5.134 -6.025 2.878
C -6.233 -6.356 2.095
C -6.279 -5.913 0.780
C -5.240 -5.167 0.246
C -1.574 -2.631 -1.047
O -1.698 -1.474 -0.133
C -1.667 -2.180 -2.515
C -2.294 -3.040 -3.439
C -0.894 -1.111 -3.061
N -0.161 -0.264 -2.388
C 0.708 0.672 -3.069
C 0.148 2.088 -3.247
Te -0.887 2.812 -1.507
C -2.782 2.378 -2.320
C -3.494 1.257 -1.909
C -4.723 0.965 -2.493
C -5.240 1.784 -3.486
C -4.528 2.902 -3.899
C -3.305 3.199 -3.317
C -0.884 -1.005 -4.569
C -1.809 -0.203 -5.224
C -1.777 -0.069 -6.606
C -0.812 -0.733 -7.350
C 0.119 -1.535 -6.701
C 0.080 -1.670 -5.321
H -4.074 -5.915 -3.812
H -2.580 -5.678 -4.717
H -3.938 -4.591 -4.975
H -3.504 -5.535 -1.529
H -3.255 -4.996 2.970
H -5.087 -6.348 3.911
H -7.048 -6.938 2.507
H -7.141 -6.137 0.164
H -5.313 -4.799 -0.767
H -2.269 -2.775 -4.487
H 1.037 0.314 -4.052
H 1.611 0.765 -2.453
H -0.587 2.137 -4.050
H 0.950 2.793 -3.464
H -3.069 0.589 -1.172
H -5.265 0.081 -2.184
H -6.192 1.548 -3.943
H -4.924 3.543 -4.677
H -2.752 4.073 -3.640
H -2.568 0.302 -4.646
H -2.513 0.553 -7.101
H -0.788 -0.634 -8.428
H 0.876 -2.059 -7.273
H 0.797 -2.305 -4.814
C -0.192 -3.241 -0.795
Si -2.654 -1.596 1.229
C -4.401 -1.247 0.664
C -2.534 -0.889 2.974
C -3.510 -1.529 3.764
C -3.677 -1.218 5.101
C -2.860 -0.258 5.685
C -1.904 0.377 4.914
C -1.721 0.090 3.552
Si -0.341 1.017 2.606
C 1.172 0.572 3.699
C -0.668 2.840 3.073
H -0.128 -3.607 0.232
H 0.589 -2.500 -0.979
H -0.051 -4.078 -1.482
H -5.104 -1.872 1.220
H -4.504 -1.490 -0.393
H -4.685 -0.205 0.821
H -4.147 -2.291 3.331
H -4.437 -1.726 5.682
H -2.968 -0.013 6.736
H -1.267 1.118 5.384
H 1.131 1.072 4.673
H 2.121 0.836 3.224
H 1.192 -0.507 3.875
H -0.648 2.984 4.158
H -1.643 3.167 2.705
H 0.085 3.501 2.636
O 2.843 -1.645 1.279
N 3.123 -2.890 1.236
C 2.253 -3.799 1.752
C 2.520 -5.148 1.696
C 3.689 -5.607 1.106
C 4.563 -4.669 0.579
C 4.267 -3.325 0.650
H 1.366 -3.363 2.185
H 1.796 -5.832 2.115
H 3.909 -6.663 1.056
H 5.484 -4.968 0.099
H 4.889 -2.533 0.263
*
```


No. 5
A structure of composition C24H37N3OP2W, computed with ωB97M-V with the def2-TZVPD basis set.

* E_HOMO (alpha / beta): -13.1 / -13.1 eV
* Kohn-Sham gap (alpha / beta): 5.252 / 5.124 eV
* ⟨S²⟩: 2.01

```
! wB97M-V def2-TZVPD RIJCOSX def2/J DEFGRID3
* xyz 2 3
C -1.639 3.150 -3.837
C -1.364 1.868 -3.376
C -0.023 1.389 -3.419
C 1.041 2.228 -3.925
C 0.704 3.546 -4.332
C -0.606 3.992 -4.289
C 2.340 1.711 -3.974
C 2.619 0.393 -3.589
C 1.516 -0.459 -3.185
C 1.720 -1.842 -2.899
C 3.020 -2.344 -2.942
C 4.103 -1.516 -3.258
C 3.919 -0.174 -3.552
H -2.668 3.507 -3.812
H 1.513 4.188 -4.696
H -0.852 5.007 -4.597
H 3.145 2.343 -4.345
H 3.190 -3.399 -2.707
H 5.105 -1.942 -3.278
H 4.767 0.480 -3.766
N 0.165 -0.018 -3.337
W 0.426 0.211 -1.245
C -2.374 1.009 -2.668
H -2.490 0.012 -3.121
H -3.357 1.499 -2.624
C 0.558 -2.616 -2.352
H -0.358 -2.498 -2.950
H 0.797 -3.686 -2.250
P -1.772 0.819 -0.916
P 0.249 -1.990 -0.622
C 1.611 -2.734 0.322
H 1.506 -2.427 1.370
H 1.533 -3.828 0.251
H 2.587 -2.411 -0.055
C -1.151 -2.950 -0.004
H -0.850 -4.005 0.072
H -1.403 -2.569 0.993
H -2.015 -2.865 -0.672
C -2.028 2.503 -0.267
H -3.105 2.726 -0.252
H -1.622 2.556 0.751
H -1.515 3.240 -0.896
C -3.042 -0.132 -0.058
H -2.676 -0.398 0.943
H -3.945 0.488 0.035
H -3.288 -1.044 -0.615
H 0.475 0.194 0.432
H 0.840 1.122 0.191
C 1.806 0.179 3.212
N 0.852 -0.001 4.285
C 1.398 -0.289 5.595
C -0.437 -0.294 3.896
O -0.711 -0.550 2.701
N -1.449 -0.301 4.819
C -1.389 0.283 6.146
C -2.760 -0.524 4.254
H 2.762 0.471 3.657
H 1.461 0.971 2.534
H 1.945 -0.738 2.619
H 1.236 0.543 6.290
H 0.975 -1.208 6.021
H 2.477 -0.421 5.477
H -2.417 0.481 6.466
H -0.940 -0.412 6.870
H -0.831 1.228 6.157
H -3.053 0.293 3.573
H -2.754 -1.458 3.681
H -3.478 -0.587 5.072
*
```


No. 6
A cluster of 7 separate species, C21H42O13 in total, computed with ωB97M-V with the def2-TZVPD basis set.

* E_HOMO: -9.0 eV
* Kohn-Sham gap: 9.239 eV
* SMILES string: COC(=O)OC.COC(=O)OC.COC(=O)OC.CC(C)=O.CC(C)=O.CC(C)=O.CC(C)=O

```
! wB97M-V def2-TZVPD RIJCOSX def2/J DEFGRID3
* xyz 0 1
C 8.937 -3.841 -24.368
O 8.119 -2.715 -24.549
C 6.904 -2.739 -25.126
O 6.250 -3.705 -25.470
O 6.515 -1.476 -25.243
C 5.246 -1.236 -25.869
H 9.874 -3.590 -23.872
H 9.091 -4.309 -25.341
H 8.454 -4.524 -23.669
H 4.465 -1.401 -25.126
H 5.027 -1.716 -26.823
H 5.060 -0.167 -25.970
C 11.453 -2.145 -20.213
O 11.763 -1.901 -21.556
C 11.856 -2.903 -22.475
O 11.815 -4.100 -22.214
O 12.194 -2.361 -23.671
C 12.645 -3.194 -24.747
H 10.931 -1.320 -19.730
H 12.365 -2.436 -19.692
H 10.717 -2.932 -20.050
H 12.957 -2.646 -25.636
H 11.854 -3.858 -25.094
H 13.466 -3.806 -24.374
C 7.613 0.367 -25.277
O 8.587 0.897 -24.394
C 8.843 0.310 -23.235
O 8.124 -0.525 -22.655
O 10.082 0.681 -22.829
C 10.639 0.140 -21.687
H 7.934 -0.606 -25.647
H 7.403 1.014 -26.129
H 6.637 0.171 -24.834
H 9.960 -0.398 -21.025
H 11.100 0.897 -21.053
H 11.394 -0.624 -21.878
C 8.297 3.542 -23.622
C 9.593 3.361 -24.422
C 10.703 2.986 -23.496
O 9.694 3.411 -25.686
H 7.933 2.667 -23.084
H 7.578 3.906 -24.357
H 8.337 4.290 -22.830
H 10.345 2.177 -22.859
H 10.993 3.795 -22.825
H 11.514 2.624 -24.128
C 6.331 -0.399 -18.741
C 7.072 0.796 -19.254
C 8.085 0.558 -20.346
O 6.929 1.985 -18.879
H 6.984 -1.271 -18.716
H 5.488 -0.671 -19.376
H 5.840 -0.257 -17.778
H 7.922 1.357 -21.069
H 7.902 -0.440 -20.744
H 9.122 0.526 -20.010
C 5.263 2.154 -24.208
C 5.641 2.232 -22.755
C 5.185 1.009 -21.952
O 6.206 3.200 -22.204
H 5.389 3.060 -24.802
H 4.195 1.937 -24.179
H 5.837 1.347 -24.664
H 5.061 1.393 -20.940
H 5.941 0.229 -22.045
H 4.181 0.625 -22.136
C 9.358 -1.299 -27.201
C 10.055 -2.100 -26.154
C 10.342 -1.475 -24.817
O 10.205 -3.295 -26.370
H 8.661 -1.938 -27.743
H 10.082 -0.953 -27.939
H 8.863 -0.476 -26.685
H 10.904 -2.083 -24.107
H 9.406 -1.191 -24.337
H 10.908 -0.563 -25.008
*
```